Record 1
{
  "formula": "C30H30KN5O2S",
  "method": "ωB97M-V/def2-TZVPD",
  "species": ["K", "C", "C", "C", "C", "C", "C", "N", "C", "C", "C", "C", "C", "N", "C", "C", "C", "C", "C", "C", "N", "H", "H", "H", "H", "H", "H", "H", "H", "H", "H", "H", "H", "H", "H", "H", "O", "C", "O", "C", "C", "C", "C", "S", "C", "C", "H", "H", "H", "H", "H", "N", "C", "N", "C", "C", "C", "C", "C", "H", "H", "H", "H", "H", "H", "H", "H", "H", "H"],
  "coordinates": [[0.92792, -0.89791, 0.57697], [-1.73634, -2.38627, -0.68199], [-1.89318, -2.66907, 0.78297], [-3.08791, -3.16984, 1.29209], [-3.19555, -3.35319, 2.65743], [-2.13292, -3.00566, 3.47209], [-0.97373, -2.49561, 2.89098], [-0.86364, -2.36941, 1.56804], [0.15832, -1.99084, 3.71855], [0.08151, -1.97790, 5.11135], [1.11511, -1.40775, 5.82768], [2.18351, -0.85351, 5.15175], [2.19817, -0.91025, 3.75826], [1.20880, -1.48501, 3.07516], [3.28437, -0.26249, 2.97411], [4.37617, 0.34401, 3.59420], [5.30345, 1.01509, 2.81834], [5.12284, 1.07507, 1.44881], [4.02031, 0.42774, 0.89906], [3.74934, 0.48334, -0.57650], [3.14090, -0.23106, 1.64755], [-2.57548, -2.78493, -1.24928], [-0.80568, -2.80491, -1.06383], [-1.70151, -1.30115, -0.82175], [-3.91184, -3.39921, 0.63046], [-4.10518, -3.74508, 3.09385], [-2.22513, -3.12411, 4.54024], [-0.76637, -2.38139, 5.64145], [1.07478, -1.37368, 6.90845], [2.97122, -0.37415, 5.71131], [4.51060, 0.30599, 4.66390], [6.15183, 1.49833, 3.28543], [5.81477, 1.61173, 0.81469], [4.57535, 0.95186, -1.10793], [2.84280, 1.06820, -0.75234], [3.58213, -0.51638, -0.97504], [-4.83840, 6.62521, -0.11979], [-4.21617, 6.29287, 1.04445], [-4.41163, 6.97680, 2.01433], [-3.34906, 5.09837, 1.01958], [-2.98769, 4.52041, 2.24079], [-2.21246, 3.38448, 2.29105], [-1.74704, 2.76313, 1.11495], [-0.81257, 1.32022, 1.17899], [-2.08382, 3.37345, -0.10797], [-2.87004, 4.50512, -0.15302], [-4.66762, 5.95273, -0.78547], [-3.34257, 4.99343, 3.14755], [-1.94573, 2.94204, 3.24159], [-1.70498, 2.93305, -1.02093], [-3.06860, 4.95161, -1.12358], [1.32971, -1.43932, -1.93535], [1.29040, -1.28949, -3.08365], [1.24376, -1.12004, -4.38647], [1.43508, -2.25775, -5.28855], [0.09122, -2.70334, -5.85944], [-0.57073, -1.52317, -6.57314], [-0.76916, -0.36172, -5.59652], [0.56008, 0.04197, -4.96050], [1.93535, -3.05936, -4.74879], [2.08902, -1.92638, -6.10072], [-0.54417, -3.03572, -5.03373], [0.23398, -3.54842, -6.53475], [-1.52763, -1.82148, -7.00285], [0.07313, -1.19791, -7.39680], [-1.46561, -0.66051, -4.80847], [-1.19342, 0.50485, -6.10588], [0.40805, 0.77929, -4.17454], [1.21955, 0.47499, -5.71889]],
  "atomic_forces_ev_per_a": [[-0.120, 0.458, -0.774], [0.019, 0.049, 0.073], [-0.265, -0.122, -0.024], [0.048, -0.008, 0.088], [0.012, 0.009, -0.030], [0.099, 0.008, 0.033], [-0.417, -0.168, -0.102], [-0.326, -0.306, 0.352], [0.112, 0.061, 0.312], [0.063, -0.013, -0.032], [-0.039, -0.019, -0.019], [0.049, -0.015, -0.070], [-0.235, -0.125, 0.373], [0.072, -0.069, 0.364], [0.416, 0.264, -0.139], [-0.069, -0.091, 0.039], [-0.004, 0.011, -0.059], [-0.039, -0.071, 0.109], [0.253, 0.168, -0.052], [-0.020, -0.007, 0.103], [0.381, 0.105, 0.365], [0.017, 0.001, -0.031], [-0.014, -0.011, -0.026], [-0.008, -0.012, -0.045], [0.012, 0.002, -0.016], [-0.005, -0.002, -0.017], [0.004, 0.007, 0.003], [-0.026, -0.009, -0.046], [0.009, -0.002, 0.000], [0.018, 0.011, -0.036], [-0.014, -0.004, 0.002], [0.005, -0.002, -0.009], [-0.001, -0.007, -0.012], [-0.018, -0.001, -0.033], [0.019, -0.002, -0.061], [0.008, 0.015, -0.037], [-0.040, 0.111, -0.012], [-0.031, 0.164, 0.026], [-0.006, -0.035, 0.018], [0.106, -0.243, 0.005], [-0.074, 0.146, -0.046], [0.016, -0.011, -0.138], [-0.129, 0.198, 0.002], [0.139, -0.251, -0.004], [0.004, -0.021, 0.089], [-0.054, 0.139, 0.068], [0.028, -0.102, -0.028], [0.004, -0.021, 0.014], [-0.018, -0.001, 0.014], [-0.015, -0.002, -0.017], [-0.007, -0.028, -0.012], [0.167, -0.121, -0.651], [-0.170, -0.099, 0.185], [0.179, 0.079, -0.102], [-0.160, -0.131, -0.056], [0.078, 0.162, -0.009], [-0.043, -0.028, 0.160], [0.151, -0.066, -0.034], [-0.211, 0.067, -0.041], [0.022, 0.043, 0.038], [0.049, -0.032, 0.025], [-0.017, -0.074, -0.022], [0.019, 0.015, -0.008], [0.015, 0.007, -0.022], [-0.037, -0.008, -0.054], [-0.022, 0.026, 0.002], [-0.028, 0.004, 0.023], [0.074, 0.010, 0.008], [0.015, 0.004, 0.032]],
  "e_above_lowest_kj_mol": 101.1,
  "homo_energy_ha": -0.2216,
  "total_charge": 0
}



Record 2
{
  "formula": "C30H30MnN6O2",
  "method": "ωB97M-V/def2-TZVPD",
  "species": ["Mn", "C", "N", "C", "C", "C", "C", "C", "C", "N", "C", "C", "C", "C", "C", "C", "N", "C", "C", "C", "C", "C", "N", "H", "H", "H", "H", "H", "H", "H", "H", "H", "H", "H", "H", "H", "H", "H", "H", "H", "H", "O", "C", "C", "C", "C", "N", "C", "C", "C", "C", "C", "C", "O", "C", "C", "N", "H", "H", "H", "H", "H", "H", "H", "H", "H", "H", "H", "H"],
  "coordinates": [[1.02601, 0.37957, -0.06783], [2.46707, -2.12807, 0.24806], [1.51045, -1.40551, 1.12342], [0.27946, -2.21651, 1.25085], [-0.61639, -1.97770, 0.05759], [-1.89605, -2.65485, -0.07340], [-2.89612, -2.20258, -0.83922], [-2.88966, -0.97901, -1.70345], [-2.16152, 0.26258, -1.08714], [-0.18622, -1.04373, -0.69364], [2.12311, -1.05794, 2.41921], [2.46243, 0.40693, 2.54078], [3.13938, 0.87403, 3.65952], [3.44757, 2.21792, 3.75043], [3.06931, 3.06609, 2.71719], [2.38531, 2.53047, 1.64841], [2.07827, 1.22426, 1.55850], [3.41743, -1.19353, -0.44403], [4.74192, -1.49605, -0.68509], [5.50949, -0.60265, -1.42189], [4.92351, 0.56130, -1.88671], [3.59330, 0.79915, -1.58654], [2.85209, -0.05471, -0.87989], [1.88719, -2.62627, -0.53070], [3.00113, -2.90062, 0.80829], [-0.27261, -1.88943, 2.13567], [0.50101, -3.28155, 1.38283], [-2.04404, -3.54819, 0.52115], [-3.81371, -2.78010, -0.84664], [-3.86994, -0.78839, -2.12536], [-2.46459, 1.13173, -1.67439], [3.03541, -1.64001, 2.57530], [1.44904, -1.33381, 3.23242], [3.42143, 0.18217, 4.44261], [3.97678, 2.60203, 4.61206], [3.29597, 4.12217, 2.74062], [2.04885, 3.15590, 0.83103], [5.16535, -2.41869, -0.31145], [6.54932, -0.81658, -1.62848], [5.48340, 1.28086, -2.46642], [3.09606, 1.70300, -1.91708], [-5.65040, 0.81020, 2.37550], [-4.57312, 1.19884, 3.19286], [-3.30369, 1.11062, 2.39711], [-2.07561, 1.44767, 2.95237], [-0.93419, 1.33426, 2.18708], [-0.92110, 0.91512, 0.91080], [-2.12105, 0.62133, 0.36503], [-3.30753, 0.69587, 1.07447], [-0.86761, -0.29455, -1.68054], [-1.69461, -1.02589, -2.73817], [-1.82835, -0.16792, -3.96498], [-2.86745, -0.57206, -4.97792], [-4.16387, -0.29690, -4.46144], [-1.02452, 0.88895, -4.14200], [-0.00455, 1.27560, -3.16439], [0.12279, 0.73260, -2.01776], [-6.47665, 0.90825, 2.85932], [-4.47674, 0.54873, 4.07062], [-4.68584, 2.22673, 3.55559], [-1.99693, 1.79671, 3.97399], [0.02056, 1.59321, 2.61787], [-4.24217, 0.44244, 0.59317], [-1.38326, -2.03484, -3.01656], [-2.81510, -1.64945, -5.14858], [-2.69440, -0.07236, -5.93177], [-4.46364, 0.55821, -4.78579], [-1.08149, 1.47263, -5.05208], [0.68430, 2.07232, -3.43041]],
  "atomic_forces_ev_per_a": [[-0.127, -0.698, 0.674], [0.024, -0.040, -0.011], [0.149, 0.036, -0.155], [-0.021, -0.087, 0.073], [0.111, 0.140, -0.085], [-0.015, -0.097, 0.048], [-0.092, -0.014, -0.010], [0.001, 0.057, -0.002], [0.105, -0.062, -0.071], [0.189, -0.177, 0.126], [-0.008, -0.099, 0.060], [0.055, 0.024, -0.020], [0.006, -0.037, -0.027], [0.007, 0.015, 0.014], [0.006, 0.012, -0.008], [-0.031, -0.034, 0.027], [0.041, 0.453, -0.337], [-0.129, 0.136, -0.001], [0.047, -0.023, -0.038], [-0.008, -0.037, 0.023], [-0.013, 0.029, -0.018], [-0.004, 0.013, -0.024], [0.040, -0.108, 0.202], [-0.006, -0.029, 0.018], [0.006, 0.007, 0.000], [-0.027, 0.009, -0.018], [-0.001, 0.005, 0.029], [0.004, -0.002, -0.008], [0.004, -0.001, 0.000], [0.000, 0.006, -0.006], [-0.011, 0.002, 0.003], [-0.013, -0.014, 0.027], [-0.024, 0.040, -0.010], [0.014, 0.010, 0.002], [0.001, -0.005, 0.000], [-0.005, -0.001, 0.007], [0.006, 0.007, 0.000], [0.000, 0.004, -0.001], [0.001, 0.001, 0.001], [-0.004, 0.001, 0.001], [0.009, 0.006, 0.001], [-0.017, -0.011, -0.014], [0.012, 0.007, 0.039], [-0.047, -0.026, -0.072], [0.049, -0.006, -0.002], [-0.046, 0.026, 0.042], [0.060, -0.052, -0.067], [-0.071, 0.003, 0.056], [0.008, 0.014, 0.011], [0.086, 0.711, -0.532], [-0.104, -0.062, 0.084], [0.035, 0.049, 0.021], [-0.016, 0.011, 0.023], [0.002, -0.017, 0.018], [-0.042, -0.068, -0.028], [0.034, 0.028, -0.032], [-0.305, -0.089, -0.019], [0.020, 0.001, -0.001], [0.001, 0.012, 0.008], [0.000, 0.003, -0.004], [0.001, -0.008, 0.001], [0.015, 0.008, 0.009], [-0.002, 0.003, 0.003], [0.021, 0.009, -0.012], [0.008, -0.003, -0.018], [0.009, 0.016, 0.006], [0.001, -0.014, -0.016], [0.004, 0.004, 0.005], [-0.002, 0.000, 0.010]],
  "s2": 0.950,
  "spin_multiplicity": 2,
  "homo_energy_ha": [-0.5139, -0.4992],
  "total_charge": 2
}



Record 3
{
  "formula": "C30H30N3O14S",
  "method": "ωB97M-V/def2-TZVPD",
  "species": ["C", "C", "C", "C", "O", "C", "C", "N", "C", "C", "C", "C", "S", "C", "N", "N", "C", "O", "H", "H", "H", "H", "H", "H", "H", "H", "H", "H", "H", "H", "H", "H", "H", "H", "H", "H", "C", "C", "C", "O", "C", "C", "C", "O", "O", "O", "H", "H", "H", "H", "C", "C", "C", "O", "C", "C", "C", "O", "O", "O", "H", "H", "H", "H", "C", "C", "C", "O", "C", "C", "C", "O", "O", "O", "H", "H", "H", "H"],
  "coordinates": [[5.71477, -2.61471, 5.70970], [6.41988, -1.40124, 5.56572], [7.24399, -0.01364, 5.13808], [6.64988, 0.64410, 3.74353], [7.44061, 0.42945, 2.49222], [7.44724, 1.67459, 1.70824], [6.85652, 2.77291, 2.77794], [6.17546, 2.09771, 3.95142], [4.67442, 1.91114, 3.95706], [3.82951, 3.34756, 4.10051], [2.26942, 2.97686, 3.75149], [1.14706, 3.84285, 4.57328], [-0.37618, 3.93987, 3.44400], [-1.32543, 2.32498, 3.44045], [-2.06914, 1.90947, 2.17082], [-2.77262, 0.70282, 2.31554], [-2.44728, 0.33694, 3.74768], [-1.56203, 1.30429, 4.47302], [5.01907, -3.56354, 5.52085], [8.37568, -0.33464, 5.06623], [7.04308, 0.74846, 6.02806], [5.72644, -0.07660, 3.53377], [8.55992, 1.74221, 1.35135], [6.86823, 1.70721, 0.67125], [6.20771, 3.65731, 2.36469], [7.85237, 3.34450, 3.09704], [6.64592, 2.51584, 4.78850], [4.27047, 1.43532, 2.93982], [4.33383, 1.25011, 4.86170], [4.22590, 4.04528, 3.21649], [3.99760, 3.87559, 5.13108], [2.09711, 1.83285, 4.04513], [2.01275, 3.06101, 2.60030], [0.91377, 3.28004, 5.59021], [1.51867, 4.94303, 4.84425], [-2.95218, -0.65346, 4.14339], [-3.99553, -2.69225, -1.26676], [-4.49031, -2.70303, -2.50603], [-4.56920, -1.45745, -3.31840], [-5.01121, -1.50198, -4.46105], [-4.10958, -0.20279, -2.70263], [-3.61806, -0.19164, -1.46210], [-3.51374, -1.44163, -0.66036], [-3.04048, -1.40271, 0.47042], [-3.18684, 0.98440, -0.87629], [-4.94751, -3.87422, -3.08170], [-3.93027, -3.59062, -0.66593], [-4.18906, 0.69806, -3.29752], [-2.87505, 0.73048, 0.01971], [-5.25364, -3.62127, -3.97980], [3.30279, -1.11701, 0.67529], [3.03674, -2.10348, -0.18309], [1.75177, -2.85388, -0.12512], [1.52770, -3.74268, -0.93928], [0.79027, -2.49367, 0.92862], [1.05799, -1.50950, 1.78907], [2.33081, -0.74116, 1.71350], [2.54056, 0.17028, 2.50688], [0.16001, -1.16758, 2.78352], [3.94656, -2.46415, -1.15996], [4.23180, -0.56183, 0.64309], [-0.13196, -3.05889, 0.97066], [0.58200, -0.42812, 3.27304], [3.52197, -3.19950, -1.65317], [-8.84326, -1.41576, -7.65286], [-7.55953, -1.65766, -7.38039], [-6.47586, -1.20670, -8.29687], [-5.30434, -1.42694, -8.01040], [-6.86415, -0.50762, -9.53183], [-8.14812, -0.26889, -9.80580], [-9.22954, -0.69548, -8.87591], [-10.39945, -0.44555, -9.14610], [-8.52023, 0.38520, -10.96592], [-7.18894, -2.33641, -6.23406], [-9.64095, -1.73590, -6.99444], [-6.06770, -0.20111, -10.19775], [-9.50036, 0.43773, -10.93285], [-6.20856, -2.38358, -6.26426]],
  "atomic_forces_ev_per_a": [[4.464, 8.592, -2.211], [-4.716, -7.640, -0.249], [-0.283, -1.247, 1.097], [-0.631, -4.856, -0.094], [-1.244, 2.312, 1.864], [-0.118, 0.058, -0.591], [2.213, 3.040, -2.015], [1.827, -1.890, -1.618], [-3.642, 2.080, 0.152], [0.515, -0.369, -1.487], [-0.367, -0.718, 0.548], [1.038, -1.070, 0.674], [-0.697, -1.413, 1.138], [-2.915, -3.535, -3.276], [2.357, 0.740, 4.291], [3.968, 1.882, 8.259], [-0.985, 1.276, -4.150], [-2.153, -0.307, -4.910], [2.023, 2.600, 0.856], [-2.315, 0.957, 0.097], [0.703, -1.627, -1.833], [1.584, 2.140, 0.611], [-1.996, 0.721, 1.145], [0.556, -0.687, 2.460], [0.977, -2.162, 0.532], [-2.324, -1.324, 0.138], [-1.160, -0.646, -0.472], [1.381, 0.859, 2.295], [1.116, 1.003, -1.789], [-0.850, -1.246, 2.141], [-0.418, -1.100, -1.911], [0.317, 2.561, -0.703], [0.903, -0.116, 2.394], [0.310, 1.369, -2.163], [-1.162, -2.311, -0.913], [1.693, 2.473, -0.080], [0.151, 0.213, 0.288], [-0.504, -1.882, -0.340], [-0.173, 0.758, -0.741], [0.286, -0.304, 0.765], [-0.198, -0.282, -0.396], [0.495, 1.980, 0.411], [0.164, -0.737, 0.834], [-0.197, 0.007, -1.004], [-0.381, -2.117, -0.281], [0.460, 1.981, 0.116], [-0.011, 0.053, -0.045], [0.003, -0.055, 0.030], [-0.151, 0.203, -0.165], [0.104, -0.135, 0.400], [-0.219, 0.419, 0.596], [1.819, -0.269, -1.486], [-0.983, -0.966, -0.380], [0.549, 0.886, 0.618], [0.120, -0.171, -0.248], [-1.477, 0.088, 1.081], [0.629, 0.055, -0.410], [-0.158, -0.369, -0.104], [1.754, 0.167, -0.951], [-1.881, 0.085, 1.332], [-0.032, -0.046, -0.048], [0.012, 0.065, -0.014], [-0.291, -0.325, -0.218], [0.156, 0.241, 0.127], [-0.272, 0.173, -0.251], [-0.044, -0.992, 1.697], [1.021, 0.166, -0.408], [-0.924, -0.014, 0.020], [0.256, -0.140, 0.254], [0.049, 0.906, -1.692], [-1.042, -0.169, 0.440], [0.948, -0.046, -0.081], [-0.270, -0.919, 1.753], [0.190, 0.891, -1.842], [0.048, 0.029, -0.048], [-0.044, -0.015, 0.044], [0.391, -0.017, -0.010], [-0.325, 0.201, 0.128]],
  "homo_energy_ha": -0.3884,
  "total_charge": 1
}